{
  "formula": "C4H16NO2",
  "method": "ωB97M-V with the def2-TZVPD basis set",
  "symbols": ["C", "C", "N", "C", "C", "H", "H", "H", "H", "H", "H", "H", "H", "H", "H", "H", "H", "H", "H", "O", "H", "H", "O"],
  "coordinates": [[-0.07, 2.40, -0.02], [-0.03, 0.88, 0.01], [-0.45, 0.04, -1.24], [0.75, -0.53, -1.96], [1.36, 0.45, 0.56], [0.64, 2.98, 0.86], [-0.94, 2.81, 0.14], [0.31, 2.75, -0.98], [-0.81, 0.46, 0.65], [-0.97, -0.50, -0.77], [-1.03, 0.69, -1.77], [1.54, 0.05, -2.26], [0.95, -1.48, -1.44], [0.21, -1.12, -2.77], [2.14, 0.97, -0.01], [1.81, -0.56, 0.48], [1.52, 0.51, 1.58], [0.07, -2.11, 2.98], [-0.24, -2.26, 1.55], [0.35, -2.52, 2.12], [-2.75, -0.57, 0.70], [-2.38, -2.11, 0.98], [-1.98, -1.24, 0.62]],
  "de_lowest_kcal_mol": 99.7,
  "fmax_ha_per_bohr": 0.2401,
  "energy_ev": -9983.0562,
  "charge": 1,
  "orbital_gap_ev": 11.4
}